Record 1
This record from the Open Molecules 2025 dataset describes 2 unconnected molecules or ions with the total composition C3HN3O in a non-equilibrium geometry. The level of theory is the ωB97M-V functional and the def2-TZVPD basis.

Atoms and positions in Å:
N -1.901 -0.338 -2.479
C -1.254 0.256 -1.713
C -0.573 0.914 -0.770
N 0.003 1.277 0.146
O 0.570 1.744 1.016
C 1.015 -1.310 1.227
N 1.220 -1.234 2.334
H 0.919 -1.310 0.239

Forces on atoms 1 to 2 (eV/Å):
N 0.994 0.843 0.938
C -2.033 -1.752 -2.195

Calculated values
Energy relative to the best compared isomer or geometry (same formula, charge and spin) = 273.72 kJ/mol
Max |F| = 4.26 eV Å⁻¹
2S+1 = 1
Electronic energy = -354.26276 Ha
Structure (SMILES) = N#CC#[N+][O-].C#N

Here are the Löwdin charges for atoms 1 to 2, given in e:
1 N 0.177
2 C -0.202



Record 2
This record from the Open Molecules 2025 dataset describes 2 unconnected molecules or ions with the total composition C3HN3O2S. The level of theory is the ωB97M-V functional and the def2-TZVPD basis.

Atoms and positions in Å:
C 0.343 0.289 1.215
C -1.436 1.758 -0.452
C -0.053 -0.366 0.050
N 0.632 0.834 2.184
N -1.554 2.838 -0.098
N 0.301 -1.707 -0.252
O -0.263 -2.150 -1.241
O 1.086 -2.287 0.456
S -1.280 0.171 -1.041
H 2.222 0.621 -0.821

Forces on atoms 1 to 2 (eV/Å):
C 0.019 -0.408 -0.113
C 0.126 -0.696 -0.183

Calculated values
Energy relative to the best compared isomer or geometry (same formula, charge and spin) = 412.26 kJ/mol
Max |F| = 0.85 eV Å⁻¹
2S+1 = 1
Electronic energy = -827.56276 Ha

Here are the Löwdin charges for atoms 1 to 2, given in e:
1 C -0.255
2 C -0.578



Record 3
This record from the Open Molecules 2025 dataset describes a molecular structure, C3HN4 in a non-equilibrium geometry. The level of theory is the ωB97M-V functional and the def2-TZVPD basis.

Atoms and positions in Å:
C -0.920 0.618 -1.443
C -0.094 0.210 -0.603
C 1.231 -0.062 -0.853
N -0.731 -0.729 0.930
N 2.290 -0.197 -1.252
N -0.157 -0.450 1.885
N 0.388 -0.135 2.863
H -2.009 0.745 -1.526

Forces on atoms 1 to 2 (eV/Å):
C -1.865 1.157 -0.889
C -1.379 -0.563 0.278

Calculated values
Energy relative to the best compared isomer or geometry (same formula, charge and spin) = 195.54 kJ/mol
Max |F| = 5.38 eV Å⁻¹
2S+1 = 1
Electronic energy = -333.81766 Ha
Net charge = -1

Here are the Löwdin charges for atoms 1 to 2, given in e:
1 C 0.004
2 C -0.340



Record 4
This record from the Open Molecules 2025 dataset describes 2 unconnected molecules or ions with the total composition C3HN4 in a non-equilibrium geometry. The level of theory is the ωB97M-V functional and the def2-TZVPD basis.

Atoms and positions in Å:
C 1.246 0.172 -0.635
C -2.064 -0.384 0.856
C 2.159 -0.138 0.287
N -2.079 -0.084 -0.239
N 3.052 -0.236 1.046
N -0.685 0.647 -1.887
N 0.244 0.425 -1.306
H -1.873 -0.401 1.877

Forces on atoms 1 to 2 (eV/Å):
C 1.133 -0.593 1.113
C 0.270 0.628 -0.191

Calculated values
Energy relative to the best compared isomer or geometry (same formula, charge and spin) = 200.27 kJ/mol
Max |F| = 2.46 eV Å⁻¹
2S+1 = 1
Electronic energy = -333.39517 Ha
Net charge = +1

Here are the Löwdin charges for atoms 1 to 2, given in e:
1 C 0.161
2 C 0.033



Record 5
This record from the Open Molecules 2025 dataset describes C3HNO in the gas phase in a non-equilibrium geometry. The level of theory is the ωB97M-V functional and the def2-TZVPD basis.

Atoms and positions in Å:
C 0.484 0.036 -0.776
C 0.686 0.213 -2.012
C -0.598 -0.025 0.139
N 0.469 -0.474 0.731
O -2.029 0.290 0.440
H 0.989 -0.040 1.479

Forces on atoms 1 to 2 (eV/Å):
C 0.117 -0.865 2.942
C 0.543 0.258 -1.546

Calculated values
Energy relative to the best compared isomer or geometry (same formula, charge and spin) = 680.73 kJ/mol
Max |F| = 12.09 eV Å⁻¹
2S+1 = 1
Electronic energy = -244.60174 Ha

Here are the Löwdin charges for atoms 1 to 2, given in e:
1 C -0.240
2 C 0.247



Record 6
This record from the Open Molecules 2025 dataset describes 2 unconnected molecules or ions with the total composition C3HNO2S in a non-equilibrium geometry. The level of theory is the ωB97M-V functional and the def2-TZVPD basis.

Atoms and positions in Å:
C -1.681 -0.637 0.083
C 0.639 -1.222 0.685
C 1.104 2.766 -0.812
N -0.507 -0.995 -0.003
O 0.807 -1.082 1.837
O 1.450 3.129 -1.828
S -3.076 -0.060 -0.161
H 1.265 -1.900 0.198

Forces on atoms 1 to 2 (eV/Å):
C 3.486 -0.300 -0.671
C -0.806 -2.015 -0.121

Calculated values
Energy relative to the best compared isomer or geometry (same formula, charge and spin) = 50.87 kJ/mol
Max |F| = 3.56 eV Å⁻¹
2S+1 = 1
Electronic energy = -718.29951 Ha

Here are the Löwdin charges for atoms 1 to 2, given in e:
1 C -0.757
2 C -0.376



Record 7
This record from the Open Molecules 2025 dataset describes 3 unconnected molecules or ions with the total composition C3HNO3 in a non-equilibrium geometry. The level of theory is the ωB97M-V functional and the def2-TZVPD basis.

Atoms and positions in Å:
C -2.133 -0.709 0.197
C -1.988 2.009 0.603
C 2.643 -0.043 -0.052
N -1.257 -1.438 -0.009
O 1.747 -0.745 -0.191
O -2.080 2.295 -0.484
O 3.532 0.658 0.092
H -0.463 -2.027 -0.157

Forces on atoms 1 to 2 (eV/Å):
C -0.440 -0.112 0.035
C 0.014 0.381 -0.265

Calculated values
Energy relative to the best compared isomer or geometry (same formula, charge and spin) = 5.27 kJ/mol
Max |F| = 1.74 eV Å⁻¹
2S+1 = 1
Electronic energy = -395.37544 Ha

Here are the Löwdin charges for atoms 1 to 2, given in e:
1 C -0.076
2 C -0.066



Record 8
This record from the Open Molecules 2025 dataset describes 2 unconnected molecules or ions with the total composition C3HNO3 in a non-equilibrium geometry. The level of theory is the ωB97M-V functional and the def2-TZVPD basis.

Atoms and positions in Å:
C -2.807 1.801 0.643
C -0.282 0.749 0.870
C 1.568 -1.703 -1.380
N -1.724 1.374 0.753
O 2.509 -1.283 -0.882
O 0.122 0.040 0.012
O 0.642 -2.136 -1.899
H -0.028 1.157 1.883

Forces on atoms 1 to 2 (eV/Å):
C -0.858 0.391 -0.138
C -3.002 2.939 2.593

Calculated values
Energy relative to the best compared isomer or geometry (same formula, charge and spin) = 222.84 kJ/mol
Max |F| = 4.94 eV Å⁻¹
2S+1 = 3
Electronic energy = -395.17458 Ha

Here are the Löwdin charges for atoms 1 to 2, given in e:
1 C 0.173
2 C -0.288



Record 9
This record from the Open Molecules 2025 dataset describes 2 unconnected molecules or ions with the total composition C3HNO3S in a non-equilibrium geometry. The level of theory is the ωB97M-V functional and the def2-TZVPD basis.

Atoms and positions in Å:
C -0.061 -1.056 -0.080
C -2.051 -0.497 -0.581
C 0.767 1.324 0.058
N 0.873 -0.073 0.348
O 0.351 -2.170 -0.306
O -2.832 -1.136 0.113
O 1.818 1.885 -0.220
S -0.782 1.998 0.275
H 1.917 -0.276 0.394

Forces on atoms 1 to 2 (eV/Å):
C -0.756 2.187 0.396
C -2.060 -2.264 1.395

Calculated values
Energy relative to the best compared isomer or geometry (same formula, charge and spin) = 170.74 kJ/mol
Max |F| = 3.36 eV Å⁻¹
2S+1 = 1
Electronic energy = -793.50971 Ha
Net charge = -2

Here are the Löwdin charges for atoms 1 to 2, given in e:
1 C -0.492
2 C -0.253



Record 10
This record from the Open Molecules 2025 dataset describes a molecular structure, C3HO2Sc in a non-equilibrium geometry. The level of theory is the ωB97M-V functional and the def2-TZVPD basis.

Atoms and positions in Å:
C -0.169 0.289 0.311
O 0.635 1.101 -0.126
O -0.422 -0.774 -0.574
C 0.207 -0.723 -1.761
C 0.996 0.106 -2.256
H 1.385 0.819 -2.963
Sc -0.910 0.005 2.414

Forces on atoms 1 to 2 (eV/Å):
C 3.509 3.305 -1.009
O -2.152 -0.950 2.212

Calculated values
Energy relative to the best compared isomer or geometry (same formula, charge and spin) = 333.33 kJ/mol
Max |F| = 5.17 eV Å⁻¹
2S+1 = 1
Electronic energy = -1025.15774 Ha
Net charge = +2

Here are the Löwdin charges for atoms 1 to 2, given in e:
1 C -0.372
2 O 0.063



Question: Which value of electronic energy does entry 9 give?
Answer: -793.50971 Ha